Record 1
{"formula": "C48H129N11O13", "method": "ωB97M-V/def2-TZVPD", "symbols": ["C", "O", "C", "C", "N", "C", "C", "O", "C", "H", "H", "H", "H", "H", "H", "H", "H", "H", "H", "H", "H", "H", "H", "H", "C", "O", "C", "C", "N", "C", "C", "O", "C", "H", "H", "H", "H", "H", "H", "H", "H", "H", "H", "H", "H", "H", "H", "H", "C", "C", "C", "O", "C", "N", "H", "H", "H", "H", "H", "H", "H", "H", "H", "H", "H", "C", "C", "C", "O", "C", "N", "H", "H", "H", "H", "H", "H", "H", "H", "H", "H", "H", "C", "C", "C", "O", "C", "N", "H", "H", "H", "H", "H", "H", "H", "H", "H", "H", "H", "C", "C", "C", "O", "C", "N", "H", "H", "H", "H", "H", "H", "H", "H", "H", "H", "H", "C", "C", "C", "O", "C", "N", "H", "H", "H", "H", "H", "H", "H", "H", "H", "H", "H", "C", "C", "C", "O", "C", "N", "H", "H", "H", "H", "H", "H", "H", "H", "H", "H", "H", "C", "C", "C", "O", "C", "N", "H", "H", "H", "H", "H", "H", "H", "H", "H", "H", "H", "C", "C", "C", "O", "C", "N", "H", "H", "H", "H", "H", "H", "H", "H", "H", "H", "H", "C", "C", "C", "O", "C", "N", "H", "H", "H", "H", "H", "H", "H", "H", "H", "H", "H"], "positions_angstrom": [[6.5449, 5.3096, -5.6886], [5.6249, 5.5579, -4.6275], [4.3419, 5.0000, -4.8237], [3.5031, 5.3444, -3.5545], [3.9327, 4.4762, -2.4682], [3.2088, 4.7980, -1.2755], [3.6938, 3.8675, -0.1561], [5.0958, 4.0993, 0.0248], [5.6870, 3.4299, 1.1340], [6.6775, 4.2332, -5.7976], [7.5438, 5.6231, -5.3851], [6.3363, 5.7865, -6.6463], [4.4427, 3.9148, -4.8379], [3.8727, 5.2531, -5.7744], [2.4489, 5.1278, -3.7276], [3.5440, 6.4241, -3.4109], [4.9195, 4.6103, -2.2998], [2.1590, 4.6272, -1.5137], [3.3518, 5.8245, -0.9381], [3.4828, 2.8207, -0.3746], [3.2305, 4.1975, 0.7737], [5.1965, 3.8137, 2.0285], [6.7615, 3.5750, 1.2463], [5.4710, 2.3645, 1.0550], [-7.7378, 2.1964, 1.5968], [-6.9348, 2.4714, 0.4728], [-6.5850, 1.3403, -0.3540], [-6.0197, 1.7315, -1.7625], [-4.6224, 2.0889, -1.6423], [-4.1390, 2.6606, -2.9201], [-2.6946, 3.2740, -2.7711], [-1.6791, 2.2855, -2.7307], [-0.3858, 2.8448, -2.7722], [-7.1641, 1.6041, 2.3096], [-8.7144, 1.7412, 1.4323], [-7.8728, 3.1895, 2.0255], [-7.5286, 0.8108, -0.4858], [-6.0269, 0.6559, 0.2848], [-6.6555, 2.5312, -2.1424], [-6.1858, 0.9065, -2.4553], [-4.5363, 2.7894, -0.9198], [-4.8488, 3.4420, -3.1919], [-4.2525, 2.0447, -3.8122], [-2.6896, 3.8943, -1.8748], [-2.5252, 3.8680, -3.6692], [-0.2272, 3.6619, -2.0683], [-0.2148, 3.1963, -3.7897], [0.2994, 2.0374, -2.5139], [-3.8717, 2.5588, 2.0040], [-4.0932, 4.0604, 1.7441], [-2.6823, 4.7462, 1.6956], [-2.9634, 6.1139, 1.9144], [-1.7873, 6.8838, 2.0332], [-4.7520, 4.2980, 0.4801], [-3.3268, 2.4442, 2.9410], [-3.3358, 2.1127, 1.1662], [-4.8494, 2.0781, 1.9725], [-4.6828, 4.4927, 2.5526], [-2.1291, 4.6006, 0.7678], [-1.9948, 4.4151, 2.4738], [-1.0778, 6.7233, 1.2215], [-1.4098, 6.8160, 3.0535], [-2.1883, 7.8912, 1.9218], [-4.9674, 5.2767, 0.3536], [-5.6724, 3.8899, 0.5603], [-2.3822, -0.7473, 0.8881], [-1.7115, -0.0443, -0.2878], [-0.3685, -0.5543, -0.8025], [0.6209, -0.2840, 0.1802], [1.9794, -0.3799, -0.2586], [-2.6630, -0.0037, -1.3694], [-2.6795, -1.7604, 0.6173], [-3.2457, -0.2944, 1.3752], [-1.6899, -0.8492, 1.7238], [-1.6156, 0.9957, 0.0242], [-0.0942, -0.1400, -1.7727], [-0.5009, -1.6127, -1.0271], [2.6438, -0.5993, 0.5772], [2.2642, 0.5713, -0.7082], [2.1090, -1.1326, -1.0363], [-3.5187, 0.4829, -1.1434], [-2.2480, 0.5383, -2.1138], [-1.1068, -3.0561, 7.9391], [-1.5721, -1.6549, 7.4347], [-1.4813, -1.5970, 5.9482], [-0.1166, -1.6503, 5.5261], [0.0495, -1.2335, 4.1344], [-2.9238, -1.3558, 7.8731], [-0.0263, -3.1578, 7.8377], [-1.6078, -3.8961, 7.4579], [-1.4056, -3.0639, 8.9873], [-1.0606, -0.8457, 7.9560], [-1.9457, -0.6826, 5.5788], [-1.9627, -2.4451, 5.4611], [-0.4222, -1.9408, 3.4522], [1.1289, -1.2388, 3.9826], [-0.4318, -0.2969, 3.8529], [-2.9278, -1.4930, 8.8737], [-3.5946, -1.9132, 7.3638], [-1.9513, -6.4495, -0.2537], [-1.9735, -5.5695, 0.9800], [-0.8936, -4.4228, 1.1503], [0.4181, -4.9610, 1.1231], [1.4266, -3.9561, 1.2823], [-3.2595, -5.0292, 1.1167], [-2.5709, -7.3428, -0.1754], [-0.9291, -6.6544, -0.5719], [-2.2813, -5.8316, -1.0888], [-1.8165, -6.2976, 1.7758], [-1.1468, -3.8425, 2.0376], [-1.0474, -3.7543, 0.3032], [1.2628, -3.2694, 0.4519], [2.4530, -4.3166, 1.2138], [1.2947, -3.2910, 2.1358], [-3.9662, -5.7162, 0.8961], [-3.4501, -4.2699, 0.4786], [-1.1227, -1.6836, -4.6328], [-0.7807, -0.1753, -4.9052], [0.3033, 0.0709, -5.9957], [0.6944, 1.4543, -6.0103], [1.4585, 1.8988, -7.1606], [-1.9770, 0.5642, -5.2831], [-1.5722, -2.3279, -5.3883], [-1.8664, -1.6188, -3.8386], [-0.2608, -2.1585, -4.1639], [-0.3766, 0.2558, -3.9892], [-0.0720, -0.1293, -6.9993], [1.2537, -0.4445, -5.8573], [0.9578, 1.7672, -8.1198], [2.3876, 1.3366, -7.2545], [1.5813, 2.9504, -6.9017], [-2.5127, 0.6595, -4.4322], [-1.6032, 1.4805, -5.4849], [3.6800, -6.8136, -2.4160], [2.7612, -5.8359, -1.5872], [2.3813, -4.5760, -2.4148], [3.5961, -3.9044, -2.7735], [3.7823, -3.6455, -4.1931], [1.6203, -6.6073, -1.1738], [3.3390, -7.0267, -3.4291], [3.6303, -7.8009, -1.9567], [4.7321, -6.5415, -2.5001], [3.3134, -5.5215, -0.7016], [1.6658, -3.9078, -1.9356], [1.9218, -4.9709, -3.3210], [4.3515, -4.4323, -4.6882], [4.3918, -2.7459, -4.1078], [2.9185, -3.1739, -4.6616], [1.9059, -7.3904, -0.6034], [1.2435, -5.9847, -0.4735], [9.1218, -2.1039, 2.2914], [8.5900, -2.1599, 3.6833], [7.0587, -2.4596, 3.6522], [6.3211, -1.3134, 3.1372], [4.9058, -1.5046, 3.2236], [9.2979, -3.2733, 4.3434], [9.1404, -3.1021, 1.8540], [10.1514, -1.7466, 2.3124], [8.6459, -1.3783, 1.6316], [8.8587, -1.2063, 4.1377], [6.7374, -2.6199, 4.6814], [7.0296, -3.3780, 3.0659], [4.2799, -0.6490, 2.9701], [4.6178, -1.8901, 4.2016], [4.6552, -2.3072, 2.5300], [9.1282, -4.1731, 3.9172], [10.2956, -3.1724, 4.2233], [-5.4929, -2.8249, -0.4039], [-4.6935, -3.1285, -1.6950], [-5.0383, -2.2249, -2.9517], [-6.4105, -2.3385, -3.3351], [-6.7819, -3.6133, -3.8469], [-3.3157, -3.0306, -1.4086], [-6.5634, -2.7169, -0.5782], [-5.1354, -1.8864, 0.0198], [-5.4022, -3.5155, 0.4345], [-4.9916, -4.1623, -1.8701], [-4.3769, -2.4271, -3.7942], [-4.8647, -1.1865, -2.6697], [-7.7732, -3.5072, -4.2875], [-6.7405, -4.4231, -3.1184], [-6.0932, -3.9895, -4.6034], [-2.9530, -3.2522, -2.3248], [-3.1327, -2.0448, -1.2863], [2.8577, 3.4882, 4.7690], [1.3388, 3.3403, 4.8695], [0.6296, 2.6101, 3.6858], [0.6701, 3.4359, 2.5029], [0.4908, 2.8090, 1.2371], [0.9683, 2.7352, 6.1223], [3.3946, 2.6484, 4.3279], [3.3081, 3.7913, 5.7141], [3.0503, 4.2488, 4.0123], [0.9343, 4.3471, 4.9735], [-0.4328, 2.5407, 3.9195], [1.0813, 1.6208, 3.6127], [0.5596, 3.5328, 0.4251], [-0.4673, 2.2900, 1.2663], [1.2209, 2.0053, 1.1415], [1.2219, 3.1642, 7.0008], [-0.0351, 2.6439, 6.1926]], "molar_mass_g_mol": 1068.62, "total_charge": -1, "multiplicity": 2, "e_tot_ev": -94865.393, "orbital_gap_ev": [1.290, 8.771], "e_homo_ev": [0.81, -6.68], "fmax_ev_per_a": 2.813}

Record 2
{"formula": "C48H129N21O6P6", "method": "ωB97M-V/def2-TZVPD", "symbols": ["C", "N", "C", "P", "O", "N", "C", "C", "N", "C", "C", "H", "H", "H", "H", "H", "H", "H", "H", "H", "H", "H", "H", "H", "H", "H", "H", "H", "H", "C", "N", "C", "P", "O", "N", "C", "C", "N", "C", "C", "H", "H", "H", "H", "H", "H", "H", "H", "H", "H", "H", "H", "H", "H", "H", "H", "H", "H", "C", "N", "C", "P", "O", "N", "C", "C", "N", "C", "C", "H", "H", "H", "H", "H", "H", "H", "H", "H", "H", "H", "H", "H", "H", "H", "H", "H", "H", "C", "N", "C", "P", "O", "N", "C", "C", "N", "C", "C", "H", "H", "H", "H", "H", "H", "H", "H", "H", "H", "H", "H", "H", "H", "H", "H", "H", "H", "C", "N", "C", "P", "O", "N", "C", "C", "N", "C", "C", "H", "H", "H", "H", "H", "H", "H", "H", "H", "H", "H", "H", "H", "H", "H", "H", "H", "H", "C", "N", "C", "P", "O", "N", "C", "C", "N", "C", "C", "H", "H", "H", "H", "H", "H", "H", "H", "H", "H", "H", "H", "H", "H", "H", "H", "H", "H", "C", "C", "C", "C", "N", "H", "H", "H", "H", "H", "H", "H", "C", "C", "C", "C", "N", "H", "H", "H", "H", "H", "H", "H", "C", "C", "C", "C", "N", "H", "H", "H", "H", "H", "H", "H"], "positions_angstrom": [[2.2955, -6.8178, 1.3580], [3.5065, -6.2371, 1.9093], [3.4719, -6.0023, 3.4032], [4.9491, -6.1762, 1.0570], [5.9797, -7.2738, 1.1201], [4.3027, -5.8757, -0.4802], [4.9460, -6.5135, -1.6275], [3.7371, -4.4977, -0.7544], [5.7164, -4.8609, 1.7048], [7.1039, -4.8780, 2.1425], [5.0140, -3.6651, 2.0608], [2.5442, -7.1468, 0.3530], [1.4136, -6.1390, 1.4486], [2.0445, -7.7009, 1.9517], [3.1790, -6.9462, 3.8249], [2.8108, -5.2220, 3.7443], [4.4832, -5.7890, 3.8169], [4.4845, -7.4928, -1.6661], [4.6055, -5.8909, -2.4711], [6.0212, -6.6282, -1.5726], [3.1302, -4.5071, -1.6810], [3.0091, -4.3281, -0.0324], [4.4420, -3.6826, -0.8006], [7.1318, -4.7202, 3.1909], [7.4965, -5.8512, 1.9808], [7.6160, -4.0627, 1.6590], [4.9929, -2.7840, 1.3851], [5.3960, -3.3176, 3.0166], [3.9802, -3.8013, 2.2321], [2.8559, -2.2342, 5.1064], [2.0135, -1.1638, 4.6968], [2.0705, -0.8473, 3.2464], [1.1078, -0.4242, 5.8678], [1.0085, -1.1026, 7.1721], [1.4888, 1.1839, 6.1798], [1.6108, 1.6140, 7.5511], [1.4522, 2.2286, 5.2124], [-0.3669, -0.2118, 5.0069], [-0.9672, -1.5301, 4.6701], [-1.3221, 0.6146, 5.7221], [2.6224, -2.6063, 6.0665], [3.9395, -1.8406, 5.2119], [2.8433, -3.0214, 4.3549], [2.9417, -0.3194, 3.0274], [1.1430, -0.3135, 3.0458], [2.0727, -1.7796, 2.7195], [0.8263, 2.3803, 7.7217], [1.4930, 0.8021, 8.3332], [2.5838, 2.0024, 7.7976], [0.4350, 2.6145, 5.0876], [2.1481, 3.0529, 5.4553], [1.6782, 1.7694, 4.2041], [-1.9855, -1.4008, 4.3029], [-0.3538, -2.0732, 3.9626], [-1.0147, -2.1572, 5.5515], [-2.2361, 0.6929, 5.1416], [-0.9733, 1.6789, 5.8161], [-1.6344, 0.1816, 6.7382], [-2.7247, -1.8715, -4.9121], [-2.4570, -0.4854, -5.1308], [-3.7112, 0.1812, -5.5407], [-1.1458, -0.1405, -6.1358], [-1.2890, 1.2526, -6.5861], [0.1898, -0.5665, -5.2491], [0.2139, 0.1675, -3.9698], [1.5450, -0.5430, -5.8504], [-1.0816, -1.1495, -7.4236], [-2.1812, -1.0889, -8.3527], [-0.4499, -2.4701, -7.3979], [-3.2964, -2.2058, -5.7888], [-3.3376, -1.9881, -4.0175], [-1.8251, -2.4151, -4.7385], [-4.3090, -0.3825, -6.3169], [-3.3962, 1.0886, -6.0574], [-4.3051, 0.3442, -4.6517], [-0.8221, 0.2195, -3.6459], [0.6635, -0.4918, -3.2717], [0.7774, 1.0973, -4.0340], [1.7375, 0.5219, -6.1337], [2.2981, -0.9161, -5.1527], [1.5740, -1.1219, -6.7609], [-1.8145, -1.2824, -9.3454], [-2.9554, -1.8010, -8.0605], [-2.7584, -0.1305, -8.2643], [-1.2196, -3.2687, -7.2558], [0.3206, -2.5850, -6.6330], [0.0025, -2.6990, -8.4001], [-1.8578, -1.5913, -1.0255], [-1.1956, -1.8546, 0.3041], [-1.8566, -1.0160, 1.2715], [0.3625, -2.3532, 0.4318], [0.5699, -3.1134, 1.6693], [0.6199, -3.3672, -0.8846], [0.0426, -4.6928, -0.7751], [0.9735, -2.9081, -2.2056], [1.4456, -1.0344, 0.2759], [0.9427, 0.2218, -0.2484], [2.9015, -1.1790, 0.2903], [-1.4684, -0.7297, -1.5921], [-2.9043, -1.3595, -0.8206], [-1.7637, -2.4555, -1.6200], [-2.0216, -0.0040, 0.8439], [-1.1574, -0.8744, 2.0946], [-2.8671, -1.3547, 1.5527], [-0.7454, -4.8189, -1.5368], [0.7541, -5.4848, -0.7048], [-0.4511, -4.7574, 0.2384], [1.3678, -1.9067, -1.9900], [1.7555, -3.4455, -2.7587], [0.2272, -2.8814, -3.0015], [-0.1357, 0.1753, -0.2002], [1.2368, 1.0256, 0.3815], [1.1757, 0.4493, -1.2922], [3.3230, -1.1405, -0.7290], [3.0372, -2.1053, 0.8827], [3.3873, -0.3560, 0.8058], [-0.6810, 6.5428, -0.7330], [-1.5131, 5.5820, -1.3953], [-2.9191, 6.0047, -1.7165], [-0.8030, 4.3055, -2.1949], [-0.0859, 3.4497, -1.2207], [-1.8443, 3.3862, -3.1021], [-2.1335, 3.7317, -4.5187], [-2.8572, 2.5157, -2.5126], [0.2562, 4.9737, -3.2929], [1.3713, 4.2634, -3.8410], [-0.0320, 6.1714, -4.1402], [0.2960, 6.1801, -0.5350], [-1.2195, 6.8060, 0.1823], [-0.6257, 7.5024, -1.3355], [-3.3051, 5.2318, -2.4031], [-2.8923, 6.9588, -2.2799], [-3.4981, 6.1378, -0.8093], [-3.0360, 4.3492, -4.5858], [-1.3409, 4.3313, -4.9562], [-2.1696, 2.8300, -5.1129], [-2.4432, 2.0909, -1.5840], [-3.8139, 2.9791, -2.2798], [-3.0733, 1.7449, -3.3224], [1.1992, 4.0418, -4.9103], [2.2472, 4.8613, -3.7992], [1.5046, 3.2876, -3.3887], [-0.9277, 6.6567, -3.6876], [-0.3360, 5.9357, -5.1618], [0.8257, 6.8710, -4.1149], [-3.3410, 3.4548, 0.9999], [-3.0535, 2.1646, 1.7299], [-1.7778, 2.1348, 2.4049], [-4.3112, 1.3920, 2.4486], [-3.9508, 0.2385, 3.3297], [-5.2437, 2.3999, 3.5024], [-5.8663, 3.6300, 2.9598], [-5.2020, 2.1500, 4.9481], [-5.2932, 1.2585, 1.0766], [-4.7196, 0.7211, -0.1705], [-6.7103, 1.0295, 1.2497], [-3.5442, 4.3755, 1.6170], [-4.2405, 3.3391, 0.3492], [-2.5351, 3.6415, 0.3174], [-1.7391, 2.9122, 3.2459], [-1.0443, 2.4755, 1.6516], [-1.5487, 1.2184, 2.8985], [-5.4453, 4.5617, 3.2814], [-5.7934, 3.6511, 1.8520], [-7.0343, 3.7038, 3.1448], [-4.7178, 3.0621, 5.3991], [-6.2134, 2.0514, 5.2895], [-4.5382, 1.3209, 5.1880], [-3.6381, 0.8064, -0.1676], [-4.9776, -0.3211, -0.1713], [-5.1292, 1.1805, -1.0785], [-7.3681, 1.7035, 0.6541], [-6.9662, 1.1147, 2.2541], [-7.1494, 0.0361, 0.8346], [-5.4862, -4.2413, 3.3445], [-4.0757, -3.6774, 3.1048], [-3.1460, -4.4624, 2.1590], [-3.6477, -4.3621, 0.7661], [-4.0041, -4.3920, -0.3042], [-5.9664, -3.5547, 4.0661], [-5.4456, -5.2485, 3.7039], [-6.0610, -4.2230, 2.3879], [-3.6886, -3.5555, 4.1333], [-4.1137, -2.6027, 2.7745], [-3.0314, -5.5368, 2.4277], [-2.1467, -4.0048, 2.1286], [3.1274, 5.9283, 1.3989], [1.9107, 4.9709, 1.3105], [1.8899, 3.6602, 2.0791], [3.0978, 2.8219, 1.8753], [3.9550, 2.1401, 1.6051], [3.0172, 6.7070, 0.6199], [4.0075, 5.2874, 1.1556], [3.1841, 6.3279, 2.4042], [1.6999, 4.6654, 0.2419], [0.9797, 5.4355, 1.6564], [1.0730, 3.0363, 1.7562], [1.8012, 3.7501, 3.1465], [4.4483, 3.7067, -1.4816], [5.3246, 3.5276, -2.7368], [5.8326, 2.1282, -3.1050], [4.7279, 1.1845, -3.3349], [3.8334, 0.5704, -3.6354], [4.3809, 4.7807, -1.2670], [4.9324, 3.2932, -0.6185], [3.4659, 3.3013, -1.4844], [6.2141, 4.1086, -2.5134], [4.8182, 4.0529, -3.5628], [6.4313, 1.8496, -2.2460], [6.3771, 2.1572, -4.0663]], "molar_mass_g_mol": 1282.55, "total_charge": 0, "e_tot_ev": -151184.731, "orbital_gap_ev": 8.499, "e_homo_ev": -8.24, "fmax_ev_per_a": 3.380}